{"formula": "C3H6I2O2S", "method": "ωB97M-V with the def2-TZVPD basis set", "symbols": ["C", "C", "C", "O", "O", "S", "I", "I", "H", "H", "H", "H", "H", "H"], "positions_angstrom": [[-1.654275, 0.639102, -0.751329], [-1.081015, -0.110440, 0.450808], [1.904452, 0.178918, 0.686568], [0.504359, -2.123667, 0.644601], [0.676926, -0.898556, -1.564972], [0.460490, -0.865324, -0.117811], [1.571197, 2.079099, -0.030430], [3.467072, -1.016209, 0.053930], [-2.694946, 0.588467, -0.843888], [-1.422209, 1.671466, -0.698837], [-1.260513, 0.070596, -1.570389], [-1.605173, -0.934472, 0.679570], [-0.737777, 0.463296, 1.342003], [1.871406, 0.257726, 1.720171]], "forces_ev_per_a": [[0.4, -0.6, 1.0], [2.5, 3.3, -1.4], [-1.8, -1.4, -2.9], [0.0, 1.2, -1.1], [-0.6, 0.4, 1.8], [1.6, -1.9, 1.7], [0.5, 1.3, -0.4], [1.4, 0.1, 0.0], [-1.7, -0.3, 0.3], [0.7, 0.8, -0.5], [0.2, 0.6, -1.0], [-2.0, -2.9, 1.2], [-0.7, -0.3, -0.6], [-0.3, -0.4, 1.8]], "e_above_lowest_kcal_mol": 0.0, "e_homo_ev": -9.7, "max_force_ha_per_bohr": 0.0852, "gap_ev": 9.478, "e_tot_ha": -1261.8881}